1.
C4H9ClN | ωB97M-V with the def2-TZVPD basis set

As for the relative energy (zero: lowest compared OMol25 entry of this formula, charge and spin): 3.135 eV. Its charge is +1.

Last column: natural (NBO) charge in e.
Positions of all 15 atoms, in Å:
C -0.053 1.476 -0.626  -0.2168
C 0.381 0.095 -0.947  -0.2422
C -1.509 -1.054 0.394  -0.7807
C -0.180 -1.047 -0.161  0.3971
N 1.279 1.016 -0.184  -0.5739
Cl 1.363 -0.669 2.175  -0.3001
H -0.230 2.288 -1.243  0.2487
H -0.606 1.499 0.246  0.2080
H 0.864 -0.184 -2.003  0.3079
H -2.084 -1.861 -0.171  0.3311
H -2.001 -0.091 0.606  0.2670
H -1.417 -1.450 1.399  0.3234
H 0.341 -1.997 -0.134  0.2373
H 2.144 1.529 -0.679  0.4347
H 1.709 0.448 1.327  0.3584

2.
C5H8AgO3 | ωB97M-V with the def2-TZVPD basis set

The expectation value of S² is 0.75. Its spin multiplicity is 2. As for the relative energy (zero: lowest compared OMol25 entry of this formula, charge and spin): 2.867 eV.

Last column: natural (NBO) charge in e.
Positions of all 17 atoms, in Å:
Ag -1.924 1.529 -0.869  0.8900
O -0.592 0.546 -1.818  -0.9147
O 1.191 0.603 -0.415  -0.5604
C 1.138 1.626 0.553  -0.0884
C 0.012 1.170 1.465  -0.0977
O -0.903 0.566 0.563  -0.7388
C -0.006 -0.035 -0.764  0.8014
H 2.109 1.686 1.059  0.1950
H 0.938 2.605 0.086  0.1645
H -0.451 1.989 2.030  0.1886
H 0.367 0.398 2.164  0.1673
C 0.219 -1.530 -0.859  -0.5558
C -1.100 -2.123 -0.377  -0.2487
H 0.429 -1.772 -1.914  0.2457
H 1.065 -1.772 -0.195  0.2259
H -1.578 -2.695 -1.196  0.1642
H -0.912 -2.790 0.487  0.1617

3.
C39H38N5 | ωB97M-V with the def2-TZVPD basis set

As for the relative energy (zero: lowest compared OMol25 entry of this formula, charge and spin): 0.000 eV. Its charge is +1.

Last column: Löwdin charge in e.
Positions of all 82 atoms, in Å:
C -0.120 -6.827 0.010  0.0181
N 0.532 -5.608 -0.430  -0.0504
C 0.542 -5.180 -1.718  0.0800
C 1.323 -3.994 -1.812  -0.1136
C 1.651 -3.314 -2.982  0.1064
C 2.354 -2.066 -3.064  -0.2096
C 2.066 -0.956 -2.222  -0.0347
C 2.843 0.195 -2.273  -0.0493
C 3.918 0.288 -3.169  -0.0371
C 4.179 -0.771 -4.051  -0.0614
C 3.385 -1.912 -4.034  -0.0119
C 1.806 -3.722 -0.451  -0.0921
C 2.702 -2.819 0.102  0.0058
C 2.962 -2.870 1.480  -0.0376
C 2.400 -3.871 2.287  -0.0491
C 1.558 -4.845 1.730  0.0076
C 1.270 -4.735 0.376  -0.1575
H 0.049 -6.948 1.080  0.0871
H -1.198 -6.779 -0.192  0.1094
H 0.282 -7.697 -0.527  0.1120
H 0.028 -5.736 -2.498  0.1588
H 1.440 -3.841 -3.918  0.1416
H 1.245 -1.017 -1.500  0.0988
H 2.606 1.012 -1.592  0.1018
H 4.543 1.183 -3.179  0.1159
H 5.007 -0.705 -4.758  0.1134
H 3.570 -2.742 -4.721  0.1213
H 3.197 -2.093 -0.536  0.1078
H 3.624 -2.123 1.919  0.1169
H 2.630 -3.890 3.352  0.1148
H 1.130 -5.661 2.304  0.1079
C 3.292 4.324 4.904  -0.0916
C 3.867 4.926 3.776  -0.0839
C 3.125 5.071 2.600  -0.0496
C 1.805 4.605 2.536  -0.2125
C 1.025 4.795 1.251  -0.1200
N -0.298 4.152 1.261  -0.1066
C -1.422 5.060 1.174  -0.1403
C -2.698 4.392 1.641  -0.1312
N -2.834 3.073 1.071  -0.0811
C -4.168 2.617 0.764  -0.1314
C -4.291 1.119 0.948  -0.1403
N -3.171 0.429 0.347  -0.1091
C -3.372 -1.003 0.085  -0.1204
C -3.310 -1.365 -1.385  -0.2130
C -3.367 -2.717 -1.750  -0.0589
C -3.352 -3.083 -3.098  -0.0983
C -3.289 -2.100 -4.095  -0.0952
C -3.235 -0.751 -3.731  -0.0732
C -3.247 -0.384 -2.379  -0.0276
C -1.906 0.951 0.416  -0.1466
C -0.749 0.208 0.083  -0.1062
N 0.469 0.734 0.179  0.0223
C 0.649 1.965 0.664  -0.0934
C -0.441 2.824 0.941  -0.1418
C -1.747 2.295 0.825  -0.0876
C 1.229 4.010 3.663  -0.0354
C 1.971 3.867 4.843  -0.0790
H 3.868 4.212 5.827  0.1038
H 4.897 5.287 3.817  0.1039
H 3.554 5.543 1.710  0.1153
H 0.853 5.870 1.085  0.1310
H 1.615 4.427 0.397  0.1232
H -1.200 5.927 1.808  0.1309
H -1.559 5.419 0.137  0.1346
H -2.674 4.336 2.744  0.1337
H -3.569 4.981 1.338  0.1276
H -4.863 3.141 1.426  0.1280
H -4.427 2.858 -0.284  0.1335
H -4.360 0.890 2.027  0.1345
H -5.204 0.756 0.460  0.1300
H -2.631 -1.596 0.645  0.1242
H -4.362 -1.263 0.488  0.1319
H -3.430 -3.468 -0.956  0.1106
H -3.406 -4.139 -3.375  0.0979
H -3.291 -2.382 -5.152  0.1033
H -3.191 0.033 -4.490  0.1065
H -3.215 0.670 -2.093  0.1150
H -0.833 -0.828 -0.251  0.0938
H 1.676 2.301 0.821  0.1038
H 0.195 3.657 3.614  0.1102
H 1.500 3.398 5.708  0.1034

4.
C13H30OOsP2 | ωB97M-V with the def2-TZVPD basis set

The expectation value of S² is 6.02. Its spin multiplicity is 5. Its charge is +2.

Last column: natural (NBO) charge in e.
Positions of all 47 atoms, in Å:
Os -0.965 0.939 0.032  0.1251
H 0.194 1.227 -0.765  0.1643
H -0.070 0.392 -0.925  0.1992
P -0.673 3.247 0.389  1.0970
P -2.046 -1.103 -0.418  1.1093
C -1.863 -2.445 0.839  -0.9315
H -2.444 -3.345 0.567  0.2824
H -0.796 -2.707 0.931  0.2415
H -2.207 -2.061 1.813  0.2659
C -3.878 -0.943 -0.558  -0.9425
H -4.104 -0.221 -1.359  0.2648
H -4.353 -1.916 -0.778  0.2722
H -4.269 -0.540 0.390  0.2618
C -1.612 -1.974 -1.990  -0.9328
H -0.546 -2.253 -1.963  0.2419
H -2.226 -2.880 -2.138  0.2809
H -1.770 -1.277 -2.830  0.2689
C -2.263 4.165 0.568  -0.9328
H -2.092 5.248 0.705  0.2751
H -2.870 3.988 -0.334  0.2634
H -2.808 3.759 1.436  0.2605
C 0.255 3.767 1.901  -0.9316
H 1.279 3.361 1.849  0.2561
H 0.296 4.866 2.000  0.2820
H -0.241 3.332 2.784  0.2629
C 0.178 4.206 -0.942  -0.9335
H -0.355 4.032 -1.892  0.2636
H 0.197 5.287 -0.718  0.2776
H 1.211 3.835 -1.049  0.2538
C 0.004 0.343 1.580  0.3036
O 0.565 -0.013 2.545  -0.3687
H -1.907 1.493 -1.306  -0.0700
C 2.804 -3.053 -1.297  -0.5872
C 2.627 -2.174 -0.052  -0.2298
C 2.607 -3.038 1.218  -0.5908
C 3.784 -1.160 0.035  -0.5950
C 1.371 -1.411 -0.148  0.4384
C 0.378 -0.697 -0.081  -0.2989
H 3.765 -3.610 -1.242  0.2587
H 2.820 -2.427 -2.217  0.2275
H 1.974 -3.786 -1.383  0.2255
H 3.564 -3.594 1.324  0.2595
H 2.475 -2.402 2.122  0.2311
H 1.774 -3.771 1.181  0.2235
H 3.809 -0.509 -0.867  0.2236
H 3.665 -0.502 0.926  0.2236
H 4.763 -1.677 0.118  0.2602

5.
C6HFNO3 | ωB97M-V with the def2-TZVPD basis set

The expectation value of S² is 2.04. Its spin multiplicity is 3. Its charge is -1.

Last column: natural (NBO) charge in e.
Positions of all 12 atoms, in Å:
C 1.934 1.159 0.397  0.3402
C -0.389 0.201 0.051  -0.1861
C 0.871 0.504 0.165  -0.0828
C -1.648 1.043 0.072  0.0590
C 4.290 0.526 0.236  0.8873
C -1.673 2.321 0.410  0.3752
N 3.055 1.489 0.500  -0.3734
O 4.126 0.104 -0.930  -0.6749
O -1.459 3.483 0.475  -0.5336
O 5.089 0.448 1.095  -0.6368
F -2.807 0.271 -0.018  -0.3817
H -0.577 -0.694 -0.354  0.2076

6.
C44H51BGdN11O5 | ωB97M-V with the def2-TZVPD basis set

The expectation value of S² is 16.03. Its spin multiplicity is 8. As for the relative energy (zero: lowest compared OMol25 entry of this formula, charge and spin): 1.498 eV.

Last column: Löwdin charge in e.
Positions of all 113 atoms, in Å:
Gd 0.619 1.594 1.614  1.6376
N -0.749 3.361 2.702  -0.0803
C -0.906 4.663 2.063  -0.2323
C -0.474 4.674 0.572  -0.2095
N 0.800 3.985 0.383  -0.1462
C 2.033 4.715 0.820  -0.1797
C 2.522 4.351 2.227  -0.2118
N 2.773 2.861 2.390  -0.0423
H -1.692 2.947 2.924  0.1188
H -0.294 3.465 3.609  0.0841
H -0.190 5.417 2.521  0.1210
H -1.916 5.106 2.212  0.1293
H -0.424 5.694 0.189  0.1186
H -1.253 4.085 -0.007  0.1373
H 0.924 3.913 -0.633  0.1098
H 1.859 5.770 0.785  0.1115
H 2.846 4.483 0.121  0.1263
H 1.849 4.703 2.994  0.0955
H 3.464 4.895 2.327  0.1187
H 2.893 2.635 3.432  0.1294
H 3.622 2.566 1.891  0.0786
C -0.543 1.448 -3.855  -0.0119
C 0.493 1.372 -2.764  -0.2721
C 1.764 1.896 -2.853  0.0048
C 2.401 1.601 -1.612  -0.2784
N 1.530 0.877 -0.872  0.0244
N 0.361 0.687 -1.600  0.0297
B -0.528 -0.560 -1.167  -0.5322
N -1.902 -0.533 -1.841  0.0224
N -2.468 0.726 -1.901  0.0994
C -3.638 0.565 -2.476  -0.2585
C -3.865 -0.868 -2.762  0.0208
C -2.712 -1.483 -2.347  -0.2662
C -2.316 -2.939 -2.651  -0.0060
C -4.643 1.626 -2.700  -0.1633
C -5.941 1.358 -3.268  -0.0426
C -6.755 2.370 -3.682  -0.1067
C -6.239 3.664 -3.705  -0.1092
C -5.050 3.996 -3.088  -0.0825
C -4.234 2.947 -2.616  -0.0562
N 0.191 -1.938 -1.097  0.0035
N -0.425 -2.853 -0.303  0.1344
C 0.212 -4.003 -0.540  -0.3097
C 1.315 -3.856 -1.361  0.0014
C 1.335 -2.510 -1.791  -0.2039
C 2.304 -1.979 -2.785  -0.0252
C -0.209 -5.190 0.130  -0.1884
C 0.753 -6.139 0.405  -0.0200
C 0.439 -7.258 1.190  -0.0828
C -0.833 -7.417 1.655  -0.0873
C -1.820 -6.448 1.324  -0.0944
C -1.523 -5.371 0.576  -0.0480
C 3.819 1.635 -1.459  -0.1424
C 4.479 1.095 -0.331  -0.0456
C 5.850 1.066 -0.278  -0.0800
C 6.633 1.501 -1.329  -0.0819
C 6.021 2.140 -2.400  -0.0932
C 4.664 2.156 -2.529  -0.0141
H -0.169 2.051 -4.732  0.1012
H -0.869 0.441 -4.133  0.0876
H -1.494 1.873 -3.528  0.0520
H 2.193 2.306 -3.763  0.1096
H -0.639 -0.267 -0.012  0.0701
H -4.766 -1.278 -3.274  0.1064
H -2.679 -3.569 -1.798  0.0787
H -2.816 -3.263 -3.599  0.0888
H -1.267 -3.064 -2.887  0.0620
H -6.239 0.282 -3.494  0.1209
H -7.807 2.103 -3.936  0.1198
H -6.796 4.361 -4.303  0.0950
H -4.720 5.026 -2.982  0.0988
H -3.268 3.145 -2.067  0.1124
H 2.008 -4.657 -1.660  0.1233
H 2.055 -0.944 -3.105  0.0736
H 3.349 -2.055 -2.466  0.0891
H 2.170 -2.487 -3.727  0.0742
H 1.799 -5.919 0.152  0.1160
H 1.120 -8.102 1.270  0.1065
H -1.181 -8.333 2.209  0.1175
H -2.811 -6.682 1.529  0.0765
H -2.259 -4.645 0.230  0.0985
H 3.881 0.774 0.490  0.0676
H 6.284 0.719 0.655  0.1148
H 7.719 1.420 -1.291  0.1101
H 6.654 2.407 -3.277  0.1216
H 4.196 2.412 -3.434  0.0798
O 3.315 -4.571 4.636  -0.0240
C 3.921 -3.955 3.728  -0.6978
O 4.967 -4.155 3.110  -0.0126
C 3.216 -2.683 3.208  -0.0862
C 3.166 -2.358 1.841  0.0305
C 2.471 -1.235 1.440  -0.1252
N 1.764 -0.398 2.265  -0.0353
C 1.996 -0.606 3.592  -0.1703
C 2.569 -1.826 4.042  0.0679
C 1.412 0.398 4.534  -0.5498
O 1.743 0.403 5.750  0.0421
O 0.541 1.260 4.007  -0.2109
H 3.711 -2.924 1.049  0.1398
H 2.536 -0.887 0.415  0.0731
H 2.345 -2.150 5.042  0.1328
C -3.735 -1.665 3.482  -0.0217
N -3.192 -0.597 2.680  -0.1678
C -4.133 0.101 1.802  -0.0067
C -1.943 -0.302 2.641  -0.2887
O -1.537 0.682 1.997  -0.2060
H -3.571 -1.381 4.496  0.0863
H -3.260 -2.621 3.301  0.0986
H -4.838 -1.752 3.333  0.1090
H -3.663 1.053 1.446  0.0953
H -5.052 0.320 2.413  0.1063
H -4.325 -0.553 0.916  0.1161
H -1.302 -0.923 3.323  0.1799

Molar mass, respectively: 106.6; 224.0; 576.8; 454.6; 154.1; 982.0 g/mol.
DFT total energy, respectively: -672.35100; -567.80356; -1782.49139; -1360.94697; -609.43804; -3476.39530 Eh.